1.
{"formula": "C15H15ClN3", "method": "the ωB97M-V functional and the def2-TZVPD basis", "symbols": ["Cl", "N", "C", "C", "C", "C", "C", "H", "H", "H", "H", "H", "N", "C", "C", "C", "C", "C", "H", "H", "H", "H", "H", "N", "C", "C", "C", "C", "C", "H", "H", "H", "H", "H"], "coordinates": [[-1.55290, -5.82692, 0.84416], [-4.68757, 0.26638, 0.48645], [-5.67464, 1.15505, 0.58162], [-5.72750, 2.31170, -0.13697], [-4.72741, 2.54528, -1.09735], [-3.78806, 1.50784, -1.33722], [-3.83439, 0.38555, -0.55562], [-6.39865, 1.13750, 1.38281], [-6.56426, 2.96425, 0.06403], [-4.77499, 3.41625, -1.73419], [-2.91240, 1.66264, -1.95013], [-3.11113, -0.40648, -0.68209], [0.98759, -1.33693, -5.08602], [1.88037, -0.49607, -5.67782], [3.20100, -0.39909, -5.29313], [3.67005, -1.23594, -4.25581], [2.74300, -2.09662, -3.63941], [1.43361, -2.10837, -4.09389], [1.50455, -0.03876, -6.58117], [3.88226, 0.33912, -5.68978], [4.68830, -1.08800, -3.92765], [2.96147, -2.78379, -2.83538], [0.77920, -2.78942, -3.57014], [1.07562, -0.55643, 5.41356], [1.39895, 0.63927, 6.00462], [2.54073, 1.38678, 5.65986], [3.43072, 0.81261, 4.71736], [3.07298, -0.40426, 4.08354], [1.85061, -0.98303, 4.44884], [0.62181, 1.01338, 6.65462], [2.72735, 2.35463, 6.10128], [4.32166, 1.34223, 4.41386], [3.58400, -0.80409, 3.22018], [1.39809, -1.88625, 4.06699]], "charge": -1, "mol_weight_g_mol": 272.8, "homo_ev": -3.351}



2.
{"formula": "C15H15ClN5O6PtS", "method": "the ωB97M-V functional and the def2-TZVPD basis", "symbols": ["Pt", "O", "N", "O", "C", "C", "C", "C", "C", "C", "N", "C", "C", "N", "C", "C", "C", "C", "H", "H", "H", "H", "H", "H", "H", "O", "Cl", "O", "O", "O", "C", "N", "C", "S", "N", "C", "H", "H", "H", "H", "H", "H", "H", "H"], "coordinates": [[0.90679, 1.26521, -0.56456], [-5.25959, 0.65062, 2.94816], [-5.39111, 0.37672, 1.78546], [-6.39677, 0.03863, 1.20789], [-4.18468, 0.53557, 0.91898], [-4.28868, -0.06013, -0.37013], [-3.19353, -0.10217, -1.23336], [-3.27053, -0.62192, -2.55313], [-2.13536, -0.61399, -3.33046], [-0.94952, -0.14782, -2.77166], [-0.86225, 0.33503, -1.51175], [-1.96068, 0.39634, -0.77181], [-1.89660, 1.09518, 0.52686], [-0.74975, 1.67849, 0.83403], [-0.67122, 2.45779, 1.93801], [-1.74652, 2.65438, 2.79172], [-2.94306, 2.02795, 2.52023], [-3.04056, 1.20908, 1.35499], [-5.24353, -0.48706, -0.66032], [-4.21222, -1.00220, -2.93514], [-2.14417, -0.96478, -4.35337], [-0.02970, -0.15738, -3.34319], [0.28055, 2.94516, 2.11204], [-1.64198, 3.30574, 3.64919], [-3.79995, 2.17626, 3.16173], [2.27022, 2.04428, -2.17704], [3.27499, 2.55494, -1.17142], [4.05885, 3.59179, -1.68980], [4.07702, 1.43165, -0.71810], [2.40338, 2.97099, -0.02832], [4.66692, -2.42679, -1.42818], [3.78065, -1.38171, -0.88045], [3.13684, -1.51421, 0.24728], [2.23262, -0.11277, 0.91590], [3.18227, -2.60490, 0.97709], [2.49650, -2.87279, 2.25870], [4.90824, -2.15785, -2.45066], [4.15777, -3.38998, -1.43168], [5.59020, -2.48989, -0.85248], [3.80262, -0.45866, -1.30245], [3.82264, -3.32378, 0.66300], [1.61001, -2.25207, 2.35564], [3.16869, -2.68645, 3.09193], [2.18416, -3.91250, 2.27064]], "s2": 6.035, "charge": 3, "mol_weight_g_mol": 623.9, "multiplicity": 5, "homo_ev": [-18.520, -19.374]}



3.
{"formula": "C15H15F5O15", "method": "the ωB97M-V functional and the def2-TZVPD basis", "symbols": ["C", "C", "O", "C", "O", "O", "F", "H", "H", "H", "C", "C", "O", "C", "O", "O", "F", "H", "H", "H", "C", "C", "O", "C", "O", "O", "F", "H", "H", "H", "C", "C", "O", "C", "O", "O", "F", "H", "H", "H", "C", "C", "O", "C", "O", "O", "F", "H", "H", "H"], "coordinates": [[8.26710, 25.76048, -19.11373], [6.77796, 25.57732, -19.41175], [6.38942, 24.92018, -18.23392], [7.47369, 24.75690, -17.38898], [7.34872, 24.31528, -16.24027], [8.59092, 24.97238, -18.02775], [6.68703, 24.80842, -20.51142], [8.43784, 26.80604, -18.85727], [8.94178, 25.57549, -19.94960], [6.24375, 26.51757, -19.54831], [8.19517, 20.73108, -15.16937], [9.03564, 21.38678, -16.15907], [9.93390, 21.96318, -15.20843], [9.98022, 21.29121, -14.10967], [10.92836, 21.32015, -13.34158], [9.00020, 20.38700, -14.07234], [8.28495, 22.40131, -16.69606], [7.98843, 19.72963, -15.54683], [7.29128, 21.25815, -14.86398], [9.42262, 20.65767, -16.87092], [9.97280, 23.90357, -13.92435], [9.16061, 24.72555, -14.99401], [10.18218, 25.12082, -15.95846], [11.19976, 24.30160, -15.74987], [12.19255, 24.27943, -16.48769], [11.11387, 23.59726, -14.63991], [8.62764, 25.79063, -14.39174], [9.37576, 23.07584, -13.54158], [10.12549, 24.52124, -13.03933], [8.35934, 24.04431, -15.28033], [11.96129, 27.30594, -13.07508], [11.08713, 27.59029, -14.29994], [9.75161, 27.54442, -13.87909], [9.74329, 26.87040, -12.72053], [8.71775, 26.69156, -12.06143], [11.04015, 26.64520, -12.29997], [11.42494, 26.63105, -15.10847], [12.15813, 28.30204, -12.67868], [12.85900, 26.73175, -13.30426], [11.20707, 28.52742, -14.84356], [5.65762, 21.79142, -11.81495], [6.60702, 22.22714, -10.79918], [7.49889, 23.06058, -11.55658], [7.15576, 23.10457, -12.84543], [7.78194, 23.52990, -13.78215], [5.91320, 22.66393, -12.91469], [7.30370, 21.14657, -10.36569], [4.62611, 22.12578, -11.70411], [5.67339, 20.74071, -12.10454], [6.14546, 22.61492, -9.89105]], "charge": 0, "mol_weight_g_mol": 530.3, "smiles": "O=C1OC[C@@H](F)O1.O=C1OC[C@@H](F)O1.O=C1OC[C@@H](F)O1.O=C1OC[C@@H](F)O1.O=C1OC[C@@H](F)O1", "homo_ev": -8.775}



4.
{"formula": "C15H15FeN5O3S4Sb", "method": "the ωB97M-V functional and the def2-TZVPD basis", "symbols": ["Fe", "N", "C", "S", "N", "N", "C", "C", "C", "C", "C", "C", "C", "O", "H", "H", "H", "H", "H", "H", "H", "S", "Sb", "S", "S", "O", "C", "N", "C", "O", "C", "C", "C", "C", "N", "C", "H", "H", "H", "H", "H", "H", "H", "H"], "coordinates": [[-1.42504, 0.24793, 1.02313], [-5.37898, 1.58000, 0.35955], [-4.30133, 0.71910, 0.46621], [-3.32902, 0.82554, 1.92707], [-4.08716, -0.13977, -0.47441], [-2.96060, -0.90776, -0.11884], [-3.02782, -2.12550, -0.49146], [-2.09298, -3.15146, -0.08602], [-2.27314, -4.45485, -0.55037], [-1.47140, -5.50026, -0.13467], [-0.46198, -5.22063, 0.79560], [-0.26611, -3.94902, 1.27958], [-1.06700, -2.84837, 0.85348], [-0.83400, -1.67146, 1.28433], [-5.21320, 2.44000, 0.85924], [-5.63570, 1.73088, -0.60545], [-3.89077, -2.43088, -1.08792], [-3.07903, -4.63643, -1.25655], [-1.62418, -6.50433, -0.50947], [0.18179, -6.02138, 1.14680], [0.51575, -3.74156, 2.00065], [1.01672, 4.35500, 1.09258], [-1.03357, 3.25432, 1.52164], [-0.47202, 1.18881, 2.80334], [-1.52260, 1.92729, -0.47426], [2.29037, 5.19574, -2.39017], [3.41220, 4.56713, -1.79226], [3.05336, 3.33618, -1.16339], [3.59072, 2.13980, -1.45433], [4.51154, 1.94498, -2.24593], [2.97016, 1.03649, -0.64798], [3.75970, 0.13085, 0.03215], [3.13558, -0.76475, 0.88409], [1.75747, -0.73466, 1.00123], [0.97657, 0.08644, 0.29458], [1.58379, 0.96469, -0.49837], [1.58802, 5.18074, -1.72242], [3.84786, 5.24322, -1.04733], [4.13861, 4.35845, -2.57482], [2.42099, 3.40677, -0.34463], [4.83662, 0.16263, -0.08240], [3.70524, -1.46999, 1.47622], [1.23080, -1.39790, 1.67167], [0.92377, 1.64799, -1.01967]], "s2": 0.942, "charge": -2, "mol_weight_g_mol": 619.2, "multiplicity": 2, "homo_ev": [-1.231, -1.363]}



Number 1: strongest force on any atom 2.9 eV/A. Number 2: strongest force on any atom 1.0 eV/A. Number 3: strongest force on any atom 8.6 eV/A. Number 4: strongest force on any atom 1.8 eV/A.